{"formula": "C35H78Br8N7O6", "method": "ωB97M-V/def2-TZVPD", "energy_ev": -620609.31974, "s_squared": 0.752, "molar_mass_g_mol": 1332.3, "multiplicity": 2, "elements": ["H", "H", "O", "O", "C", "H", "H", "C", "C", "C", "C", "H", "H", "C", "N", "H", "H", "H", "H", "H", "N", "H", "H", "H", "H", "H", "H", "H", "N", "C", "H", "H", "H", "H", "C", "H", "H", "H", "C", "H", "N", "H", "H", "Br", "H", "C", "H", "C", "C", "C", "C", "C", "H", "C", "H", "Br", "H", "H", "H", "H", "C", "H", "H", "H", "H", "H", "C", "H", "O", "Br", "C", "O", "C", "N", "H", "Br", "C", "H", "H", "H", "C", "H", "H", "H", "H", "H", "H", "C", "Br", "H", "H", "C", "N", "H", "Br", "H", "O", "O", "H", "H", "C", "H", "H", "C", "H", "H", "H", "H", "C", "H", "Br", "N", "C", "H", "H", "H", "H", "C", "C", "H", "H", "H", "C", "H", "C", "H", "C", "C", "Br", "H", "H", "H", "H", "C"], "coordinates": [[-0.8763, 1.4595, -5.8274], [-0.1059, 3.6915, -4.7236], [5.5217, 9.9151, -3.7198], [-0.3063, 7.8407, -10.1952], [-0.0771, 11.1055, -0.7274], [-0.6039, 6.8142, -2.3509], [0.4777, 2.1815, -6.6579], [-3.0465, 11.7354, -4.8667], [3.5014, 8.7094, -5.5220], [2.0747, 9.9534, -7.1088], [0.0155, 5.9305, -2.1326], [6.0975, 12.8751, -10.3493], [8.2536, 8.3476, -0.6904], [0.8781, 8.1509, -5.6638], [-2.0993, 6.3002, -10.1592], [8.3930, 10.0721, -1.0725], [2.4847, 12.1111, -1.2592], [1.1638, 9.8885, -7.7039], [-0.2091, 3.5574, 0.1318], [5.8611, 14.3044, -5.6390], [2.2187, 8.5871, -6.4548], [2.8697, 3.6517, -1.9472], [0.1748, 8.1996, -6.4951], [3.0007, 10.6543, -2.1765], [-0.4469, 11.5854, -1.6336], [2.3972, 6.5647, -6.9461], [-2.4530, 9.7336, -5.4368], [1.0548, 7.1515, -5.2661], [6.6042, 9.1381, -1.8672], [4.5623, 14.5054, -3.7716], [-1.8320, 4.1664, -10.3615], [-2.3972, 10.2958, -10.1643], [-0.0720, 11.9297, -0.0141], [-4.1069, 9.8211, -5.4598], [-2.2099, 12.9243, -10.2453], [3.8728, 6.4973, -8.7631], [1.2562, 9.4653, -3.9724], [-1.7200, 6.9780, -0.4176], [-0.5570, 2.3542, -6.3620], [6.3663, 13.4296, -4.2682], [-1.6342, 11.9960, -9.3132], [-2.4234, 13.8800, -9.7666], [5.1061, 2.8460, -2.0100], [3.7516, 11.9226, -10.0485], [3.0111, 7.4815, -10.8927], [3.7696, 7.4549, -8.2527], [4.5188, 7.4427, -7.4610], [5.3800, 12.4444, -11.0477], [-1.2758, 12.3843, -8.0984], [2.3812, 7.4685, -7.5552], [5.7324, 8.0536, -1.4729], [-3.2412, 10.4593, -5.6372], [1.9747, 10.6971, -6.3182], [4.9721, 3.8795, -2.3294], [-2.9280, 8.0492, -11.0366], [3.8571, 4.5640, 0.2609], [4.8223, 7.3918, -4.1864], [4.3335, 9.0552, -6.1353], [-0.3078, 8.8042, -3.9274], [7.1391, 9.5490, 0.0074], [-3.2412, 7.2048, -10.4226], [3.1890, 9.5288, -4.8746], [5.1625, 13.2724, -11.7224], [6.1258, 7.0886, -1.7924], [-3.5111, 4.6978, -10.3841], [2.0946, 8.7103, -10.0469], [0.4433, 9.1614, -4.6319], [1.1096, 3.7405, -0.9211], [3.9884, 8.5448, -9.1853], [7.7373, 11.7937, -12.6394], [-1.4117, 10.7033, -9.9386], [2.2009, 8.3598, -1.4886], [-2.5331, 4.8880, -9.9420], [-3.0651, 9.5656, -2.0693], [2.9720, 10.1797, -7.6849], [-1.6785, 2.3568, -7.9972], [-0.6883, 3.7044, -5.6449], [3.5002, 9.0912, -11.0663], [-0.9983, 10.0528, -9.1678], [-2.5370, 4.7048, -8.8676], [-1.1009, 6.1899, 0.0108], [5.2693, 10.9516, -12.4887], [4.4811, 13.9304, -2.8491], [-1.6688, 4.0472, -5.3142], [1.6796, 11.5918, -2.7923], [-0.8081, 10.8348, -10.8366], [1.1115, 4.6947, 0.5650], [7.6902, 9.2597, -0.8874], [5.3607, 16.2253, -3.1350], [3.0818, 7.3717, -3.8352], [-3.2206, 12.5716, -10.4509], [5.4638, 13.7501, -4.7888], [1.1824, 10.4738, -1.1200], [6.0940, 10.3969, -11.0176], [0.0748, 5.0735, -6.9008], [3.3150, 5.2936, -2.1780], [0.9148, 5.4206, -2.8445], [-0.6503, 11.7528, -7.2923], [-3.6489, 7.6532, -9.5166], [-1.9924, 12.0032, -4.7943], [2.1549, 11.2680, -1.8663], [1.5545, 7.5472, -8.2613], [-0.1056, 5.9090, -9.7653], [3.8269, 7.3919, -4.6306], [0.4547, 8.6278, -0.5071], [3.7249, 6.4397, -5.1512], [5.7968, 4.4765, -1.9401], [3.5455, 14.6535, -4.1354], [-3.3476, 10.5487, -2.6479], [7.1914, 10.8015, -2.9997], [4.9670, 4.1004, -4.3449], [-0.1319, 5.4868, -0.8614], [1.2818, 9.1062, -1.0541], [-0.5122, 6.6407, 0.8097], [-1.8481, 5.5582, 0.4913], [-4.1272, 6.7968, -10.9090], [-1.5885, 13.2112, -11.0937], [6.4437, 9.9965, -2.9278], [-0.7900, 6.7360, -10.0097], [-3.3383, 12.6291, -2.9306], [-3.2746, 10.6955, -6.7007], [-1.6963, 13.3781, -7.8802], [3.1046, 8.4035, -10.3188], [4.7646, 8.1685, -1.9611], [6.0301, 11.2022, -11.7494], [-4.7932, 11.7942, -3.6197], [-3.7199, 11.7423, -3.4365], [3.6455, 4.3744, -1.6945], [4.2875, 12.4117, -5.6195], [5.4811, 7.9473, -0.4176], [-3.5354, 12.5740, -5.3624], [-0.8519, 10.3850, -0.4655], [0.0396, 10.0802, -5.0573], [0.4819, 4.3143, -0.2394]], "mulliken_spin": [-0.02, 0.12, 0.00, 0.02, 0.00, 0.03, 0.13, 0.00, -0.02, 0.01, 0.27, 0.00, 0.00, -0.03, 0.01, 0.00, 0.00, 0.00, -0.01, 0.00, -0.05, -0.01, 0.00, 0.00, 0.00, -0.05, 0.01, 0.02, 0.00, 0.00, 0.01, 0.00, 0.00, 0.00, 0.00, 0.00, -0.01, 0.02, -0.33, 0.00, 0.00, 0.00, 0.00, 0.00, 0.01, -0.01, 0.01, 0.00, 0.00, -0.02, 0.00, 0.00, 0.00, 0.01, 0.00, 0.00, 0.01, 0.00, 0.00, 0.00, 0.00, 0.00, 0.00, 0.00, -0.01, 0.00, 0.02, 0.00, 0.01, 0.00, 0.00, -0.01, 0.01, 0.00, 0.00, 0.11, 0.03, 0.00, 0.00, -0.02, 0.01, 0.00, 0.00, 0.25, 0.00, 0.00, 0.01, 0.00, 0.00, 0.00, 0.00, 0.00, 0.00, 0.00, 0.80, 0.00, -0.14, 0.00, 0.00, 0.00, 0.00, 0.02, 0.01, 0.04, 0.00, -0.01, 0.00, 0.00, 0.00, 0.00, 0.00, -0.19, 0.00, 0.00, -0.01, 0.00, 0.00, 0.00, -0.05, 0.00, 0.00, 0.00, 0.00, 0.00, 0.00, 0.00, 0.00, -0.02, 0.00, 0.00, 0.00, 0.00, 0.00, 0.03]}